1.
The following is a DFT calculation (ωB97M-V/def2-TZVPD) of 2 unconnected molecules or ions with the total composition C3H10OSi.

Calculated values
frontier orbital gap = 11.0 eV
maximum force = 3.76 eV Å⁻¹
ΔE to the lowest compared entry with this formula, charge and spin = 60.59 kcal per mole
structure (SMILES) = CC[SiH3].C=O

Each line ends with the Löwdin charge.
Geometry (Å):
C: -1.8261 0.2569 1.8819  -0.229
C: -0.7202 -0.5089 1.2147  -0.435
Si: -1.0655 -0.8110 -0.6820  0.627
H: -2.1799 -0.1727 2.7625  0.031
H: -1.5539 1.2955 2.2361  0.086
H: -2.7475 0.3931 1.2188  0.060
H: 0.2530 0.0684 1.0968  0.063
H: -0.5055 -1.4899 1.7531  0.081
H: -0.7601 -2.2273 -0.9353  -0.099
H: -0.0313 -0.1623 -1.6280  -0.079
H: -2.4516 -0.3553 -1.0874  -0.071
C: 3.0191 -0.7547 -0.9679  -0.191
O: 3.3990 0.1742 -0.3633  0.008
H: 1.8982 -1.1102 -0.9363  0.052
H: 3.6473 -1.2208 -1.8070  0.094

Cartesian forces, eV/Å:
C -1.1 2.8 -1.1
C 1.5 -0.7 -1.4
Si 0.6 0.2 0.2
H -0.5 -1.2 1.4
H 0.0 -0.9 -0.7
H 1.2 -0.1 0.8
H -1.0 -0.6 0.8
H -0.1 1.3 -0.9
H -0.4 -0.3 -0.2
H -0.8 0.0 0.7
H 0.5 -0.3 0.2
C -2.0 -1.8 -2.7
O 0.7 1.4 1.5
H 1.7 0.2 0.2
H -0.5 0.1 1.0

***

2.
The following is a DFT calculation (ωB97M-V/def2-TZVPD) of a molecular structure, C24H16N5Pt.

Calculated values
frontier orbital gap (spin up / spin down) = 5.5 / 5.5 eV
maximum force = 0.61 eV Å⁻¹
ΔE to the lowest compared entry with this formula, charge and spin = 0.00 kcal per mole
charge = +3

Each line ends with the Löwdin charge.
Geometry (Å):
Pt: -0.1889 -0.0335 -0.2682  1.260
C: -1.7253 -3.9309 0.8889  0.036
C: -1.5768 -2.7075 0.2355  -0.030
N: -0.5965 -1.8535 0.5181  -0.061
C: 0.3035 -2.1622 1.4867  -0.124
C: 0.2270 -3.3803 2.1734  -0.106
C: -0.8182 -4.2764 1.8577  0.084
C: 1.2030 -3.6699 3.1575  0.119
C: 2.2245 -2.7721 3.4436  0.027
C: 2.3020 -1.5653 2.7823  0.086
C: 1.3487 -1.1997 1.7987  -0.124
N: 1.2862 -0.0489 1.0778  0.012
C: 2.0389 1.0835 1.0669  -0.125
C: 3.1204 1.4233 1.9178  0.086
C: 3.8051 2.6107 1.7696  0.027
C: 3.4418 3.5167 0.7804  0.119
C: 2.3566 3.2543 -0.0906  -0.106
C: 1.9471 4.1689 -1.0861  0.084
C: 0.8743 3.8562 -1.8813  0.036
C: 0.2280 2.6353 -1.6878  -0.030
N: 0.6085 1.7576 -0.7630  -0.061
C: 1.6574 2.0492 0.0485  -0.124
H: -2.5444 -4.5822 0.6187  0.143
H: -2.2645 -2.4096 -0.5443  0.128
H: -0.8916 -5.2235 2.3785  0.154
H: 1.1512 -4.6153 3.6862  0.157
H: 2.9681 -3.0212 4.1883  0.146
H: 3.1220 -0.9213 3.0393  0.111
H: 3.4316 0.7791 2.7186  0.112
H: 4.6264 2.8395 2.4348  0.146
H: 3.9868 4.4482 0.6748  0.157
H: 2.4799 5.1040 -1.2105  0.154
H: 0.5198 4.5301 -2.6484  0.143
H: -0.6182 2.3529 -2.2992  0.127
N: -6.0130 0.2999 -4.8117  0.252
C: -5.1145 0.2543 -4.0989  -0.128
C: -3.9924 0.1973 -3.2091  -0.162
C: -2.7782 -0.3402 -3.6351  0.044
C: -1.7219 -0.3796 -2.7517  -0.104
N: -1.8273 0.0861 -1.4900  -0.170
C: -2.9992 0.6063 -1.0774  -0.088
C: -4.0987 0.6784 -1.9048  0.045
H: -2.6596 -0.7225 -4.6394  0.148
H: -0.7652 -0.7906 -3.0451  0.126
H: -3.0406 0.9713 -0.0596  0.128
H: -5.0238 1.1033 -1.5405  0.148

Cartesian forces, eV/Å:
Pt -0.4 0.3 0.4
C 0.0 0.0 0.0
C 0.0 0.0 0.0
N -0.1 0.1 0.2
C 0.0 0.0 0.0
C 0.0 0.0 0.0
C 0.0 0.0 0.0
C 0.0 0.0 0.0
C 0.0 0.0 0.0
C 0.0 0.0 0.0
C 0.0 0.0 0.0
N 0.4 -0.2 -0.3
C 0.0 0.0 0.0
C 0.0 0.0 0.0
C 0.0 0.0 0.0
C 0.0 0.0 0.0
C 0.0 0.0 0.0
C 0.0 0.0 0.0
C 0.0 0.0 0.0
C 0.0 0.0 0.0
N -0.1 0.1 0.2
C 0.0 0.0 0.0
H 0.0 0.0 0.0
H 0.0 0.0 0.0
H 0.0 0.0 0.0
H 0.0 0.0 0.0
H 0.0 0.0 0.0
H 0.0 0.0 0.0
H 0.0 0.0 0.0
H 0.0 0.0 0.0
H 0.0 0.0 0.0
H 0.0 0.0 0.0
H 0.0 0.0 0.0
H 0.0 0.0 0.0
N 0.0 0.0 0.0
C 0.0 0.0 0.0
C 0.0 0.0 0.0
C 0.0 0.0 0.0
C -0.1 0.0 -0.1
N 0.2 -0.2 -0.4
C 0.1 0.0 0.1
C 0.0 0.0 0.0
H 0.0 0.0 0.0
H 0.0 0.0 0.0
H 0.0 0.0 0.0
H 0.0 0.0 0.0

***

3.
The following is a DFT calculation (ωB97M-V/def2-TZVPD) of a single C3H7NO molecule.

Calculated values
frontier orbital gap = 10.3 eV
maximum force = 4.90 eV Å⁻¹
ΔE to the lowest compared entry with this formula, charge and spin = 40.83 kcal per mole
structure (SMILES) = C[C@@H](N)C=O

Each line ends with the Löwdin charge.
Geometry (Å):
C: 0.8879 0.4429 -0.8541  -0.062
C: -0.0520 -0.4348 -0.0144  -0.421
N: 0.1537 -0.6367 1.4184  0.029
C: -1.4008 0.2550 -0.1157  -0.299
O: -1.5311 1.4146 -0.1405  0.074
H: 0.3009 1.2807 -1.2988  0.078
H: 1.2919 -0.0613 -1.7583  0.082
H: 1.6944 0.8838 -0.3773  0.043
H: -0.1314 -1.4519 -0.4794  0.142
H: 0.3655 0.2457 1.9174  0.095
H: 0.7524 -1.4371 1.6791  0.086
H: -2.3314 -0.5009 0.0236  0.152

Cartesian forces, eV/Å:
C -1.1 -0.3 -2.4
C 0.3 -0.6 -0.9
N 0.3 0.3 0.3
C -1.8 -4.3 1.4
O -0.7 2.7 -0.3
H 0.5 -0.5 0.5
H -0.2 -0.2 0.7
H 1.6 0.7 1.3
H 0.0 0.8 0.4
H 0.0 -1.1 -0.4
H -0.4 1.1 -0.3
H 1.5 1.4 -0.3

***

4.
The following is a DFT calculation (ωB97M-V/def2-TZVPD) of a gas-phase ion, C5H11N2O (charge +1).

Calculated values
frontier orbital gap = 9.3 eV
maximum force = 6.11 eV Å⁻¹
ΔE to the lowest compared entry with this formula, charge and spin = 93.80 kcal per mole
charge = +1
structure (SMILES) = C=C1[NH2+]CCN1CO

Each line ends with the Löwdin charge.
Geometry (Å):
C: 2.1218 0.7881 0.1413  0.098
C: 0.7217 0.5077 0.2649  -0.292
N: 0.0673 0.7166 1.6335  0.160
C: -1.1011 -0.2268 1.4523  -0.109
C: -1.5271 -0.1133 0.0061  -0.097
N: -0.2399 0.2500 -0.6529  -0.092
C: 0.0828 -0.3783 -1.9311  -0.217
O: 0.4663 -1.7273 -1.8206  0.008
H: 2.7694 1.3317 0.9816  0.114
H: 2.5922 0.7841 -0.8553  0.063
H: 0.6491 0.2555 2.3146  0.175
H: -0.3784 1.5936 1.8778  0.191
H: -2.0492 -0.1191 2.0245  0.156
H: -0.6134 -1.2294 1.4950  0.153
H: -1.8894 -0.9270 -0.6385  0.146
H: -2.1667 0.8517 0.0712  0.156
H: 0.8113 0.2769 -2.4612  0.137
H: -0.9425 -0.3630 -2.5897  0.190
H: 0.9556 -1.8612 -1.0463  0.058

Cartesian forces, eV/Å:
C -2.6 0.7 1.5
C 5.4 2.9 0.2
N -1.9 -2.0 -1.9
C -0.9 -3.4 -0.6
C 0.7 3.4 -0.8
N -0.7 -0.6 0.2
C -2.1 0.6 -1.7
O -1.5 0.8 -1.7
H -1.8 -1.7 -1.7
H -0.4 -0.3 0.6
H 0.5 0.7 0.7
H 1.0 0.8 0.0
H 1.4 0.2 0.6
H -0.7 0.5 0.8
H -0.7 0.0 1.3
H 0.3 -1.7 -1.2
H -0.3 -0.7 0.4
H 2.6 0.0 1.6
H 1.5 -0.3 1.7